1.
{"formula": "C36H28O5P2PdSSe", "method": "wB97M-V/def2-TZVPD", "species": ["Pd", "O", "S", "C", "C", "C", "C", "C", "C", "P", "C", "C", "C", "C", "C", "C", "C", "C", "C", "C", "C", "C", "C", "C", "C", "C", "C", "C", "P", "C", "C", "C", "C", "C", "C", "C", "C", "C", "C", "C", "C", "H", "H", "H", "H", "H", "H", "H", "H", "H", "H", "H", "H", "H", "H", "H", "H", "H", "H", "H", "H", "H", "H", "H", "H", "H", "H", "H", "H", "O", "Se", "O", "O", "O"], "coordinates": [[-0.428664, -0.594831, -0.704185], [-0.290152, 2.780694, -0.972840], [-0.013594, 1.678103, -0.055207], [1.603077, 2.028089, 0.691531], [1.825158, 3.383586, 0.849113], [3.015288, 3.833318, 1.417746], [3.982276, 2.927684, 1.806386], [3.782651, 1.565451, 1.591264], [2.600571, 1.096113, 1.032384], [2.493551, -0.650387, 0.647574], [3.997933, -1.511329, 0.967032], [4.113890, -2.268754, 2.134331], [5.301718, -2.936657, 2.387359], [6.355724, -2.844234, 1.489155], [6.234752, -2.093360, 0.323719], [5.054404, -1.426113, 0.054202], [2.099500, -0.720724, -1.106465], [2.461712, 0.344646, -1.954801], [2.241194, 0.250434, -3.311725], [1.654642, -0.897385, -3.850838], [1.320402, -1.963669, -3.034892], [1.562553, -1.895566, -1.662056], [-1.140198, 1.769966, 1.344801], [-0.934558, 2.580414, 2.446985], [-1.928205, 2.664380, 3.416767], [-3.116309, 1.970323, 3.269902], [-3.325267, 1.164066, 2.159560], [-2.334587, 1.056092, 1.193152], [-2.512865, 0.021511, -0.262457], [-2.843220, 1.019269, -1.706373], [-3.245750, 2.350290, -1.589624], [-3.459583, 3.096517, -2.731934], [-3.262313, 2.530392, -3.984290], [-2.861598, 1.206552, -4.110288], [-2.656789, 0.444849, -2.971578], [-3.729970, -1.242083, -0.043445], [-4.604898, -1.554131, -1.086481], [-5.545260, -2.551586, -0.906956], [-5.613714, -3.236249, 0.300808], [-4.739662, -2.929072, 1.339051], [-3.788786, -1.940688, 1.170454], [1.078262, 4.090862, 0.511096], [3.177200, 4.895004, 1.545916], [4.906025, 3.272422, 2.250043], [4.566968, 0.864411, 1.845939], [3.285650, -2.353338, 2.825839], [5.399598, -3.534378, 3.282879], [7.279230, -3.369947, 1.692254], [7.057815, -2.037770, -0.375086], [4.956940, -0.853601, -0.861056], [2.912171, 1.240951, -1.547715], [2.523822, 1.070449, -3.957702], [1.480583, -0.961150, -4.916861], [0.900108, -2.868158, -3.453776], [1.375224, -2.769173, -1.050201], [-0.011289, 3.125126, 2.579158], [-1.764167, 3.274331, 4.294669], [-3.884828, 2.046868, 4.026923], [-4.253390, 0.618588, 2.050372], [-3.380330, 2.801980, -0.614538], [-3.775890, 4.127231, -2.648365], [-3.429224, 3.125139, -4.872618], [-2.723910, 0.769480, -5.089530], [-2.382019, -0.602600, -3.061294], [-4.569051, -1.016320, -2.026818], [-6.229730, -2.791158, -1.708842], [-6.352940, -4.014420, 0.436351], [-4.797817, -3.463287, 2.277360], [-3.097436, -1.708348, 1.970692], [0.697275, -3.739419, 2.295905], [-0.051647, -2.444087, 1.787853], [1.363810, -1.204909, 1.560626], [-0.607699, -2.543973, 0.236817], [-0.974402, -1.552705, 2.726860]], "forces_ev_per_angstrom": [[0.2, 0.3, 0.4], [0.1, 0.0, 0.1], [0.0, -0.3, -0.1], [-0.1, -0.1, 0.0], [0.0, 0.1, 0.0], [0.0, 0.0, 0.0], [0.0, -0.1, 0.0], [0.1, 0.1, 0.0], [-0.1, 0.0, -0.1], [-0.2, 0.0, 0.2], [0.0, 0.0, 0.0], [0.0, 0.0, 0.0], [0.0, 0.0, 0.0], [0.0, 0.0, 0.0], [0.0, 0.0, 0.0], [0.0, 0.0, 0.0], [-0.1, -0.1, 0.0], [0.0, 0.0, 0.0], [0.0, -0.1, -0.1], [0.0, 0.1, 0.0], [0.0, 0.0, 0.1], [0.0, -0.1, -0.1], [0.0, 0.1, 0.1], [0.0, 0.0, -0.1], [0.0, 0.0, 0.0], [0.0, 0.0, 0.1], [0.0, 0.0, -0.1], [0.0, 0.0, 0.0], [0.0, 0.2, -0.2], [-0.2, 0.0, -0.1], [0.1, -0.1, 0.1], [0.0, 0.1, -0.1], [0.0, 0.0, 0.0], [0.0, -0.1, 0.1], [0.0, 0.0, 0.0], [0.2, -0.1, 0.1], [-0.1, 0.1, -0.2], [0.0, -0.1, 0.0], [0.0, 0.0, 0.0], [0.0, 0.0, 0.0], [0.0, 0.0, 0.0], [0.0, 0.0, 0.0], [0.0, 0.0, 0.0], [0.0, 0.0, 0.0], [0.0, 0.0, 0.0], [0.0, 0.0, 0.0], [0.0, 0.0, 0.0], [0.0, 0.0, 0.0], [0.0, 0.0, 0.0], [0.0, 0.0, 0.0], [0.0, 0.0, 0.0], [0.0, 0.0, 0.0], [0.0, 0.0, 0.0], [0.0, 0.0, 0.0], [0.0, 0.0, 0.0], [0.0, 0.0, 0.0], [0.0, 0.0, 0.0], [0.0, 0.0, 0.0], [0.0, 0.0, 0.0], [0.0, 0.0, 0.0], [0.0, 0.0, 0.0], [0.0, 0.0, 0.0], [0.0, 0.0, 0.0], [0.1, 0.0, 0.0], [0.0, 0.0, 0.1], [0.0, 0.0, 0.0], [0.0, 0.0, 0.0], [0.0, 0.0, 0.0], [0.0, 0.0, 0.0], [0.0, 0.0, 0.0], [-0.1, -0.1, -0.2], [0.0, 0.0, -0.1], [0.1, 0.0, 0.1], [0.1, 0.0, 0.0]], "mulliken_charge": [0.24, -0.77, 1.50, -0.03, -0.76, -0.87, -0.93, -0.73, -0.40, 2.07, 0.36, -0.42, -0.82, -0.48, -0.77, -0.20, 0.02, -0.07, -0.78, -0.73, -0.83, -0.05, 1.22, -0.56, -0.89, -0.93, -0.70, -0.07, 1.14, 0.95, -0.35, -0.77, -0.59, -0.92, -0.65, 1.00, -0.62, -0.81, -0.59, -1.07, -0.21, 0.70, 0.47, 0.48, 0.53, 0.38, 0.44, 0.43, 0.44, 0.38, 0.50, 0.50, 0.49, 0.56, 0.50, 0.53, 0.46, 0.47, 0.65, 0.45, 0.46, 0.46, 0.47, 0.60, 0.44, 0.46, 0.43, 0.48, 0.66, -0.63, 1.36, -0.34, -0.83, -0.51], "e_tot_ev": -146246.38018, "total_charge": 2, "homo_lumo_gap_ev": 7.15, "e_homo_ev": -14.556}

---

2.
{"formula": "C36H29AsF6O3PPtS2Sb", "method": "wB97M-V/def2-TZVPD", "species": ["Pt", "O", "S", "O", "O", "C", "C", "C", "C", "C", "C", "P", "C", "C", "C", "C", "C", "C", "C", "C", "C", "C", "C", "C", "H", "H", "H", "H", "H", "H", "H", "H", "H", "H", "H", "H", "H", "H", "S", "Sb", "C", "C", "C", "C", "C", "C", "C", "C", "C", "C", "C", "C", "C", "C", "C", "C", "C", "C", "H", "H", "H", "H", "H", "H", "H", "H", "H", "H", "H", "H", "H", "H", "H", "F", "As", "F", "F", "F", "F", "F"], "coordinates": [[0.446890, -1.083736, 0.224265], [1.818418, -2.309339, 1.126861], [1.610214, -3.489073, 0.167026], [1.563528, -4.778114, 0.717472], [0.354517, -2.979888, -0.562227], [2.874270, -3.340158, -1.021843], [3.644106, -4.444659, -1.330564], [4.602677, -4.332975, -2.334704], [4.758054, -3.140245, -3.019390], [3.968931, -2.035804, -2.706906], [3.024754, -2.121688, -1.690146], [2.096340, -0.605927, -1.380275], [3.203894, 0.636181, -0.749687], [2.822582, 1.985508, -0.707356], [3.681229, 2.925657, -0.168550], [4.916695, 2.528992, 0.338190], [5.294036, 1.193114, 0.309121], [4.441750, 0.241511, -0.231022], [1.309162, -0.167355, -2.916274], [1.606731, 1.007888, -3.613459], [1.030353, 1.222900, -4.856281], [0.172596, 0.277437, -5.401750], [-0.110291, -0.902017, -4.716384], [0.457731, -1.131324, -3.478753], [3.490724, -5.376186, -0.801815], [5.215193, -5.188603, -2.584427], [5.493067, -3.059526, -3.808843], [4.101789, -1.114424, -3.262689], [1.869706, 2.308503, -1.113050], [3.400002, 3.970017, -0.153614], [5.589515, 3.268906, 0.751416], [6.256952, 0.891296, 0.698370], [4.744104, -0.797279, -0.254358], [2.309097, 1.729574, -3.222057], [1.268150, 2.122359, -5.407644], [-0.265563, 0.448761, -6.376100], [-0.759300, -1.645336, -5.159051], [0.260352, -2.064020, -2.959948], [-1.282179, -0.086008, -0.945775], [-2.465543, 0.850742, 1.006101], [-4.170128, -0.301669, 1.273594], [-4.230119, -1.622041, 0.843005], [-5.427190, -2.298662, 1.013476], [-6.509750, -1.667205, 1.612939], [-6.421652, -0.348108, 2.041362], [-5.244123, 0.361774, 1.865515], [-0.674653, 0.965342, 2.122345], [0.578144, 0.767960, 1.416406], [1.774808, 0.740699, 2.205816], [1.736707, 0.892004, 3.570543], [0.514204, 1.117451, 4.191909], [-0.701073, 1.154183, 3.466483], [-2.959340, 2.786342, 0.468167], [-4.167827, 3.010335, -0.196283], [-4.510915, 4.309653, -0.532725], [-3.661000, 5.360455, -0.206242], [-2.458867, 5.127676, 0.452912], [-2.095474, 3.834984, 0.790996], [-3.374193, -2.127872, 0.420271], [-5.507452, -3.327563, 0.690413], [-7.434588, -2.211106, 1.751557], [-7.267801, 0.130829, 2.514880], [-5.179473, 1.392799, 2.191941], [0.694165, 1.275306, 0.462011], [2.727873, 0.628178, 1.703790], [2.646237, 0.855486, 4.153465], [0.477936, 1.252724, 5.266774], [-1.625833, 1.280534, 4.013250], [-4.836691, 2.194448, -0.442713], [-5.444615, 4.504207, -1.042574], [-3.940833, 6.373283, -0.463830], [-1.812427, 5.955747, 0.709738], [-1.165495, 3.656757, 1.319675], [-1.199067, -1.699728, 1.485092], [-1.322136, -2.588281, 3.269796], [-2.719603, -3.308038, 2.619058], [-2.249794, -1.166527, 3.635690], [-1.416731, -3.238305, 4.809603], [0.109595, -1.653700, 3.574342], [-0.346038, -3.786032, 2.553692]], "forces_ev_per_angstrom": [[-0.2, -0.2, -0.3], [0.0, 0.1, 0.0], [0.1, 0.0, 0.0], [0.0, 0.0, 0.0], [0.0, 0.0, 0.1], [0.0, 0.0, 0.0], [0.0, 0.0, 0.0], [0.0, 0.0, 0.0], [0.0, 0.0, 0.0], [0.0, 0.0, 0.0], [0.1, 0.0, -0.1], [0.0, 0.0, 0.1], [-0.1, 0.0, -0.1], [0.0, 0.0, 0.0], [0.0, 0.0, 0.0], [0.0, 0.0, 0.0], [0.0, 0.0, 0.0], [0.0, 0.0, 0.0], [0.0, 0.0, 0.0], [0.0, 0.0, 0.0], [0.0, 0.0, 0.0], [0.0, 0.0, 0.0], [0.0, 0.0, 0.0], [0.0, 0.0, 0.0], [0.0, 0.0, 0.0], [0.0, 0.0, 0.0], [0.0, 0.0, 0.0], [0.0, 0.0, 0.0], [0.0, 0.0, 0.0], [0.0, 0.0, 0.0], [0.0, 0.0, 0.0], [0.0, 0.0, 0.0], [0.0, 0.0, 0.0], [0.0, 0.0, 0.0], [0.0, 0.0, 0.0], [0.0, 0.0, 0.0], [0.0, 0.0, 0.0], [0.0, 0.0, 0.0], [0.3, -0.2, -0.1], [-0.2, 0.1, 0.1], [0.1, 0.0, 0.0], [0.0, 0.0, 0.0], [0.0, 0.0, 0.0], [0.0, 0.0, 0.0], [0.0, 0.0, 0.0], [0.0, 0.0, 0.0], [0.1, 0.0, -0.1], [0.0, -0.5, 0.1], [0.0, 0.1, -0.1], [0.0, 0.0, 0.0], [0.0, 0.0, 0.0], [0.1, 0.0, 0.1], [0.0, 0.0, 0.0], [0.0, 0.0, 0.0], [0.0, 0.0, 0.0], [0.0, 0.0, 0.0], [0.0, 0.0, 0.0], [0.0, 0.0, 0.0], [0.0, 0.0, 0.0], [0.0, 0.0, 0.0], [0.0, 0.0, 0.0], [0.0, 0.0, 0.0], [0.0, 0.0, 0.0], [0.0, 0.5, 0.1], [0.0, 0.0, 0.0], [0.0, 0.0, 0.0], [0.0, 0.0, 0.0], [0.0, 0.0, 0.0], [0.0, 0.0, 0.0], [0.0, 0.0, 0.0], [0.0, 0.0, 0.0], [0.0, 0.0, 0.0], [0.0, 0.0, 0.0], [-0.1, 0.1, -0.1], [0.1, 0.0, 0.1], [0.0, 0.0, 0.0], [0.0, 0.0, 0.0], [0.0, 0.0, 0.0], [-0.1, 0.0, 0.0], [0.0, 0.0, 0.0]], "mulliken_charge": [2.37, -0.75, 1.22, -0.45, -0.66, 0.69, -0.61, -0.72, -0.81, -0.38, -0.78, 2.29, 0.70, -0.34, -1.13, -0.73, -0.86, -0.97, 0.71, -0.69, -0.86, -0.65, -0.80, -0.69, 0.66, 0.46, 0.48, 0.54, 0.52, 0.51, 0.47, 0.51, 0.46, 0.55, 0.49, 0.47, 0.50, 0.50, -0.20, 1.85, 1.19, -0.45, -0.69, -0.56, -0.72, -0.87, -0.03, -0.56, 0.21, -1.07, -0.57, -1.00, 0.85, -0.67, -0.72, -0.52, -0.76, -0.39, 0.18, 0.47, 0.43, 0.45, 0.49, 0.97, 0.31, 0.55, 0.47, 0.59, 0.44, 0.45, 0.43, 0.44, 0.47, -0.58, 1.98, -0.42, -0.44, -0.39, -0.43, -0.41], "e_tot_ev": -161805.82118, "total_charge": 3, "homo_lumo_gap_ev": [5.91, 4.40], "multiplicity": 2, "e_homo_ev": [-16.943, -16.932]}